Computed, not measured: a cluster of 12 separate species, C12H48N4O12 in total at a distorted geometry, with ωB97M-V/def2-TZVPD.

Total energy = -1607.63621 hartree
F_max = 10.851 eV/Å
Spin multiplicity = 1
Lowest unoccupied orbital energy = -0.631 eV
Structure (SMILES) = NC(N)=O.NC(N)=O.CO.CO.CO.CO.CO.CO.CO.CO.CO.CO

Bonds (Å) are listed after each position.
Geometry (Å):
1 N 7.29 -19.89 -2.89  C2 1.280, H5 1.044, H6 1.059
2 C 6.22 -20.58 -2.79  N1 1.280, N3 1.258, O4 1.382
3 N 5.23 -20.18 -3.45  C2 1.258, H7 1.083, H8 1.038
4 O 6.10 -21.64 -1.91  C2 1.382
5 H 8.03 -20.04 -2.17  N1 1.044
6 H 7.43 -18.97 -3.40  N1 1.059
7 H 4.43 -20.83 -3.78  N3 1.083
8 H 5.37 -19.37 -4.09  N3 1.038
9 N 7.56 -17.38 -3.86  C10 1.295, H13 1.055, H14 1.083
10 C 6.75 -17.40 -4.87  N9 1.295, N11 1.266, O12 1.418
11 N 7.38 -17.26 -5.96  C10 1.266, H15 1.073, H16 1.004
12 O 5.40 -17.83 -4.78  C10 1.418
13 H 7.14 -17.16 -2.92  N9 1.055
14 H 8.61 -17.15 -4.03  N9 1.083
15 H 6.85 -17.34 -6.89  N11 1.073
16 H 8.37 -17.17 -6.04  N11 1.004
17 C 9.02 -23.56 -7.14  O18 1.386, H19 1.027, H20 1.108, H21 1.087
18 O 8.96 -23.07 -5.85  C17 1.386, H22 0.962
19 H 9.58 -22.88 -7.67  C17 1.027
20 H 8.02 -23.85 -7.51  C17 1.108
21 H 9.66 -24.44 -7.14  C17 1.087
22 H 8.50 -22.22 -5.87  O18 0.962
23 C 12.89 -17.90 -5.44  O24 1.381, H25 1.089, H26 1.118, H27 1.089
24 O 13.58 -16.72 -5.66  C23 1.381, H28 0.971
25 H 12.53 -18.05 -4.43  C23 1.089
26 H 13.59 -18.73 -5.70  C23 1.118
27 H 12.06 -18.01 -6.14  C23 1.089
28 H 12.98 -15.96 -5.54  O24 0.971
29 C 10.82 -17.81 -2.38  O30 1.450, H31 1.049, H32 1.063, H33 1.139
30 O 10.33 -17.08 -3.53  C29 1.450, H34 0.969
31 H 10.06 -18.44 -2.02  C29 1.049
32 H 11.15 -17.09 -1.67  C29 1.063
33 H 11.72 -18.48 -2.57  C29 1.139
34 H 10.68 -16.18 -3.52  O30 0.969
35 C 9.84 -20.12 -8.40  O36 1.361, H37 1.139, H38 1.118, H39 1.023
36 O 11.09 -19.78 -7.97  C35 1.361, H40 0.979
37 H 9.64 -19.85 -9.49  C35 1.139
38 H 8.97 -19.94 -7.73  C35 1.118
39 H 10.04 -21.12 -8.41  C35 1.023
40 H 11.32 -18.90 -8.35  O36 0.979
41 C 8.75 -23.53 -2.48  O42 1.454, H43 1.014, H44 1.081, H45 1.065
42 O 8.64 -24.44 -3.61  C41 1.454, H46 1.016
43 H 9.63 -23.30 -2.03  C41 1.014
44 H 8.13 -23.94 -1.69  C41 1.081
45 H 8.32 -22.57 -2.67  C41 1.065
46 H 8.96 -23.95 -4.44  O42 1.016
47 C 7.95 -20.54 0.35  O48 1.427, H49 1.098, H50 1.085, H51 1.101
48 O 8.89 -20.50 -0.72  C47 1.427, H52 0.938
49 H 8.37 -20.23 1.32  C47 1.098
50 H 7.40 -21.47 0.47  C47 1.085
51 H 7.17 -19.80 0.08  C47 1.101
52 H 9.60 -21.09 -0.53  O48 0.938
53 C 9.77 -19.96 -4.92  O54 1.381, H55 1.107, H56 1.071, H57 1.103
54 O 10.04 -20.66 -3.76  C53 1.381, H58 0.933
55 H 10.54 -19.19 -5.14  C53 1.107
56 H 8.89 -19.35 -4.88  C53 1.071
57 H 9.66 -20.68 -5.74  C53 1.103
58 H 9.19 -20.98 -3.51  O54 0.933
59 C 12.52 -22.33 -6.18  O60 1.387, H61 1.062, H62 1.076, H63 1.065
60 O 13.05 -21.25 -5.49  C59 1.387, H64 0.989
61 H 11.57 -22.08 -6.58  C59 1.062
62 H 12.40 -23.24 -5.61  C59 1.076
63 H 13.15 -22.63 -6.98  C59 1.065
64 H 12.65 -20.40 -5.79  O60 0.989
65 C 6.16 -20.49 -6.65  O66 1.399, H67 1.050, H68 1.104, H69 1.131
66 O 7.00 -21.04 -5.67  C65 1.399, H70 0.932
67 H 6.57 -19.58 -6.98  C65 1.050
68 H 5.17 -20.41 -6.18  C65 1.104
69 H 6.02 -21.14 -7.57  C65 1.131
70 H 7.04 -20.55 -4.88  O66 0.932
71 C 12.22 -21.82 -1.55  O72 1.412, H73 1.103, H74 1.082, H75 1.048
72 O 11.60 -20.56 -1.37  C71 1.412, H76 0.962
73 H 12.56 -21.99 -2.58  C71 1.103
74 H 11.58 -22.60 -1.14  C71 1.082
75 H 13.08 -21.95 -0.97  C71 1.048
76 H 10.97 -20.46 -2.09  O72 0.962

Computed, not measured: a cluster of 12 separate species, C12H48O12 in total at a distorted geometry, with ωB97M-V/def2-TZVPD.

Total energy = -1388.65068 hartree
F_max = 1.951 eV/Å
Spin multiplicity = 1
Lowest unoccupied orbital energy = -0.158 eV
Structure (SMILES) = CO.CO.CO.CO.CO.CO.CO.CO.CO.CO.CO.CO

Bonds (Å) are listed after each position.
Geometry (Å):
1 C -9.00 -13.80 13.38  O2 1.418, H3 1.092, H4 1.092, H5 1.093
2 O -7.64 -14.08 13.65  C1 1.418, H6 0.970
3 H -9.09 -12.76 13.06  C1 1.092
4 H -9.39 -14.45 12.60  C1 1.092
5 H -9.62 -13.90 14.28  C1 1.093
6 H -7.62 -14.60 14.47  O2 0.970
7 C -3.09 -18.18 12.53  O8 1.403, H9 1.090, H10 1.099, H11 1.095
8 O -2.86 -19.42 13.14  C7 1.403, H12 0.960
9 H -3.82 -17.63 13.12  C7 1.090
10 H -2.18 -17.56 12.50  C7 1.099
11 H -3.48 -18.27 11.51  C7 1.095
12 H -2.43 -20.00 12.50  O8 0.960
13 C -5.29 -16.15 20.08  O14 1.427, H15 1.096, H16 1.093, H17 1.085
14 O -4.47 -16.27 21.24  C13 1.427, H18 0.960
15 H -6.22 -15.63 20.34  C13 1.096
16 H -4.76 -15.60 19.31  C13 1.093
17 H -5.56 -17.15 19.74  C13 1.085
18 H -4.22 -15.39 21.52  O14 0.960
19 C -5.14 -19.85 16.01  O20 1.412, H21 1.097, H22 1.090, H23 1.096
20 O -4.07 -20.63 15.50  C19 1.412, H24 0.965
21 H -6.06 -19.98 15.43  C19 1.097
22 H -5.34 -20.19 17.03  C19 1.090
23 H -4.89 -18.79 16.02  C19 1.096
24 H -3.66 -20.13 14.78  O20 0.965
25 C -8.13 -11.18 15.70  O26 1.409, H27 1.098, H28 1.095, H29 1.092
26 O -7.86 -9.98 16.39  C25 1.409, H30 0.959
27 H -7.79 -12.07 16.23  C25 1.098
28 H -9.20 -11.29 15.50  C25 1.095
29 H -7.60 -11.20 14.74  C25 1.092
30 H -7.79 -10.18 17.33  O26 0.959
31 C -2.03 -13.09 14.75  O32 1.423, H33 1.100, H34 1.085, H35 1.101
32 O -1.02 -12.73 15.68  C31 1.423, H36 0.960
33 H -3.04 -13.09 15.19  C31 1.100
34 H -2.01 -12.40 13.92  C31 1.085
35 H -1.89 -14.11 14.36  C31 1.101
36 H -1.09 -13.28 16.47  O32 0.960
37 C -9.06 -14.60 18.56  O38 1.427, H39 1.085, H40 1.099, H41 1.092
38 O -10.21 -15.38 18.86  C37 1.427, H42 0.960
39 H -9.10 -14.21 17.55  C37 1.085
40 H -9.02 -13.73 19.24  C37 1.099
41 H -8.13 -15.15 18.74  C37 1.092
42 H -10.42 -15.26 19.79  O38 0.960
43 C -8.28 -17.96 17.31  O44 1.431, H45 1.088, H46 1.093, H47 1.092
44 O -9.38 -18.27 18.18  C43 1.431, H48 0.964
45 H -8.00 -16.92 17.40  C43 1.088
46 H -7.43 -18.60 17.56  C43 1.093
47 H -8.56 -18.16 16.28  C43 1.092
48 H -9.63 -17.43 18.59  O44 0.964
49 C -5.03 -11.73 18.32  O50 1.418, H51 1.095, H52 1.090, H53 1.091
50 O -4.89 -12.92 17.55  C49 1.418, H54 0.962
51 H -6.04 -11.35 18.14  C49 1.095
52 H -4.95 -11.93 19.39  C49 1.090
53 H -4.36 -10.95 17.96  C49 1.091
54 H -4.01 -13.26 17.71  O50 0.962
55 C -7.44 -18.12 12.47  O56 1.413, H57 1.088, H58 1.100, H59 1.096
56 O -7.26 -17.54 13.74  C55 1.413, H60 0.964
57 H -8.18 -18.92 12.56  C55 1.088
58 H -7.82 -17.41 11.73  C55 1.100
59 H -6.51 -18.55 12.06  C55 1.096
60 H -6.59 -16.85 13.68  O56 0.964
61 C -5.28 -15.49 15.67  O62 1.412, H63 1.091, H64 1.106, H65 1.082
62 O -6.53 -15.05 16.15  C61 1.412, H66 0.966
63 H -4.69 -14.74 15.15  C61 1.091
64 H -4.66 -15.72 16.57  C61 1.106
65 H -5.35 -16.43 15.13  C61 1.082
66 H -6.32 -14.31 16.73  O62 0.966
67 C -4.36 -14.60 11.71  O68 1.416, H69 1.094, H70 1.088, H71 1.097
68 O -5.24 -15.28 12.59  C67 1.416, H72 0.969
69 H -3.72 -13.91 12.27  C67 1.094
70 H -3.77 -15.34 11.17  C67 1.088
71 H -4.89 -14.02 10.95  C67 1.097
72 H -5.76 -14.59 13.03  O68 0.969

Computed, not measured: a cluster of 12 separate species, C12H48O12 in total at a distorted geometry, with ωB97M-V/def2-TZVPD.

Total energy = -1388.55079 hartree
F_max = 2.453 eV/Å
Spin multiplicity = 1
Lowest unoccupied orbital energy = -0.015 eV
Structure (SMILES) = CO.CO.CO.CO.CO.CO.CO.CO.CO.CO.CO.CO

Bonds (Å) are listed after each position.
Geometry (Å):
1 C 2.27 -2.79 -4.51  O2 1.468, H3 1.090, H4 1.090, H5 1.090
2 O 1.59 -3.51 -5.59  C1 1.468, H6 0.960
3 H 1.64 -2.62 -3.64  C1 1.090
4 H 3.14 -3.35 -4.18  C1 1.090
5 H 2.62 -1.84 -4.91  C1 1.090
6 H 2.25 -4.10 -5.96  O2 0.960
7 C 1.01 2.44 -4.46  O8 1.395, H9 1.090, H10 1.090, H11 1.090
8 O 0.58 3.35 -5.42  C7 1.395, H12 0.960
9 H 0.35 1.61 -4.25  C7 1.090
10 H 2.01 2.14 -4.77  C7 1.090
11 H 1.15 3.00 -3.53  C7 1.090
12 H 0.65 4.23 -5.04  O8 0.960
13 C -6.71 -0.43 2.02  O14 1.403, H15 1.090, H16 1.090, H17 1.090
14 O -6.79 0.96 2.20  C13 1.403, H18 0.960
15 H -5.78 -0.85 1.64  C13 1.090
16 H -6.97 -0.93 2.96  C13 1.090
17 H -7.43 -0.85 1.32  C13 1.090
18 H -5.91 1.28 2.41  O14 0.960
19 C 5.77 -2.15 -0.39  O20 1.408, H21 1.090, H22 1.090, H23 1.090
20 O 6.30 -3.40 -0.04  C19 1.408, H24 0.960
21 H 5.97 -2.07 -1.46  C19 1.090
22 H 4.68 -2.06 -0.32  C19 1.090
23 H 6.19 -1.42 0.29  C19 1.090
24 H 6.04 -3.45 0.89  O20 0.960
25 C -1.99 -4.04 1.81  O26 1.377, H27 1.090, H28 1.090, H29 1.090
26 O -2.30 -3.50 0.58  C25 1.377, H30 0.960
27 H -1.02 -3.77 2.22  C25 1.090
28 H -2.69 -3.77 2.60  C25 1.090
29 H -1.97 -5.12 1.73  C25 1.090
30 H -2.37 -4.20 -0.08  O26 0.960
31 C -5.47 1.10 -2.12  O32 1.429, H33 1.090, H34 1.090, H35 1.090
32 O -6.25 2.19 -1.62  C31 1.429, H36 0.960
33 H -4.40 1.26 -1.97  C31 1.090
34 H -5.79 0.22 -1.58  C31 1.090
35 H -5.80 1.06 -3.16  C31 1.090
36 H -6.28 2.07 -0.66  O32 0.960
37 C 1.42 5.35 0.44  O38 1.426, H39 1.090, H40 1.090, H41 1.090
38 O 1.85 6.65 0.05  C37 1.426, H42 0.960
39 H 2.24 4.68 0.18  C37 1.090
40 H 1.20 5.38 1.50  C37 1.090
41 H 0.51 5.09 -0.12  C37 1.090
42 H 1.30 7.23 0.58  O38 0.960
43 C -2.23 -2.38 -3.99  O44 1.412, H45 1.090, H46 1.090, H47 1.090
44 O -2.26 -2.50 -5.39  C43 1.412, H48 0.960
45 H -3.27 -2.42 -3.64  C43 1.090
46 H -1.73 -3.27 -3.60  C43 1.090
47 H -1.85 -1.48 -3.50  C43 1.090
48 H -1.35 -2.75 -5.54  O44 0.960
49 C -3.62 5.15 4.00  O50 1.446, H51 1.090, H52 1.090, H53 1.090
50 O -3.40 3.83 3.46  C49 1.446, H54 0.960
51 H -2.78 5.68 4.45  C49 1.090
52 H -3.94 5.75 3.14  C49 1.090
53 H -4.38 5.01 4.76  C49 1.090
54 H -2.63 3.96 2.91  O50 0.960
55 C 0.52 0.24 0.11  O56 1.374, H57 1.090, H58 1.090, H59 1.090
56 O -0.80 0.58 -0.06  C55 1.374, H60 0.960
57 H 0.81 -0.10 -0.88  C55 1.090
58 H 1.10 0.90 0.75  C55 1.090
59 H 0.45 -0.66 0.73  C55 1.090
60 H -1.25 -0.02 0.54  O56 0.960
61 C 3.18 -3.79 3.38  O62 1.425, H63 1.090, H64 1.090, H65 1.090
62 O 4.57 -4.06 3.59  C61 1.425, H66 0.960
63 H 2.65 -4.45 4.06  C61 1.090
64 H 2.94 -2.76 3.65  C61 1.090
65 H 2.82 -3.88 2.36  C61 1.090
66 H 4.80 -3.71 4.45  O62 0.960
67 C 6.14 1.16 4.05  O68 1.436, H69 1.090, H70 1.090, H71 1.090
68 O 4.80 0.78 3.69  C67 1.436, H72 0.960
69 H 6.63 0.33 4.54  C67 1.090
70 H 6.69 1.32 3.13  C67 1.090
71 H 6.12 2.05 4.69  C67 1.090
72 H 4.44 0.43 4.51  O68 0.960

Q: Which relative energy (zero: lowest compared OMol25 entry of this formula, charge and spin) values were calculated for the entries above? A: 535.2, 521.2, 783.5, in kJ/mol.